No. 1
This record from OMol25 describes a 2-piece molecular cluster, C5H7N3 overall. The level of theory is ωB97M-V with the def2-TZVPD basis set.

Values from the calculation:
LUMO energy: -10.2 eV
charge: +2
relative energy (zero: lowest compared OMol25 entry of this formula, charge and spin): 146.8 kJ/mol
Kohn-Sham gap: 8.2 eV

Each line ends with the natural charge from an NBO analysis.
Geometry (Å):
C 1.873 -1.166 -0.131  0.02
C 2.080 0.130 -0.124  -0.11
C -0.196 -0.328 -0.029  0.23
C 0.618 2.003 0.243  0.26
C -2.795 -0.083 0.328  0.43
N -3.549 -0.435 -0.449  -0.42
N 0.520 -1.428 -0.050  -0.53
N 0.872 0.715 -0.020  -0.35
H 2.791 -1.923 -0.149  0.31
H 3.066 0.554 -0.141  0.29
H -0.345 2.365 0.426  0.24
H 1.481 2.634 0.065  0.25
H -2.499 0.184 1.457  0.35
H -4.170 -0.809 -1.221  0.54
H 0.253 -2.413 -0.206  0.48

=====

No. 2
This record from OMol25 describes one molecule with the formula CH5N3O2. The level of theory is ωB97M-V with the def2-TZVPD basis set.

Values from the calculation:
LUMO energy: 0.6 eV
relative energy (zero: lowest compared OMol25 entry of this formula, charge and spin): 447.0 kJ/mol
Kohn-Sham gap: 10.1 eV

Each line ends with the natural charge from an NBO analysis.
Geometry (Å):
C 0.696 0.056 -0.001  0.48
H -2.164 0.383 0.737  0.49
H 0.368 0.940 1.605  0.37
H 2.191 0.706 0.838  0.31
H 0.823 -0.814 -1.643  0.35
H -0.543 -1.902 -0.145  0.44
N -0.088 0.219 1.106  -0.36
N 1.896 0.388 -0.214  -0.65
N -0.011 -0.413 -1.221  -0.30
O -1.269 1.056 0.834  -0.57
O -0.909 -1.182 -0.720  -0.55

=====

No. 3
This record from OMol25 describes C28H36N6P2Ru as an isolated structure. The level of theory is ωB97M-V with the def2-TZVPD basis set.

Values from the calculation:
LUMO energy (spin up / spin down): -8.1 / -8.1 eV
charge: +2
relative energy (zero: lowest compared OMol25 entry of this formula, charge and spin): 22.2 kJ/mol
Kohn-Sham gap (spin up / spin down): 5.7 / 5.7 eV

Each line ends with the Löwdin charge.
Geometry (Å):
Ru -0.469 -0.124 -0.442  1.03
C -2.005 1.370 -2.588  -0.04
N -0.988 1.748 -1.539  -0.25
C 0.037 2.529 -2.263  -0.06
C -1.747 2.557 -0.592  -0.21
C -2.131 3.861 -0.852  0.00
C -3.105 4.461 -0.066  -0.02
C -3.739 3.735 0.932  -0.03
C -3.323 2.451 1.231  0.00
C -2.257 1.885 0.522  -0.20
N -1.659 0.643 0.795  -0.05
C -1.728 0.026 2.073  -0.23
C -2.090 0.651 3.270  -0.02
C -2.045 -0.048 4.463  -0.03
C -1.622 -1.369 4.487  -0.02
C -1.209 -1.985 3.313  0.00
C -1.239 -1.284 2.121  -0.24
N -0.817 -1.879 0.859  -0.26
C 0.325 -2.810 1.027  -0.05
C -1.982 -2.698 0.388  -0.04
H -2.405 2.284 -3.028  0.11
H -1.522 0.776 -3.357  0.09
H -2.813 0.802 -2.137  0.10
H -0.418 3.353 -2.812  0.10
H 0.773 2.935 -1.579  0.07
H 0.511 1.880 -2.988  0.06
H -1.722 4.408 -1.689  0.12
H -3.409 5.477 -0.278  0.13
H -4.564 4.167 1.481  0.13
H -3.853 1.882 1.977  0.12
H -2.347 1.697 3.297  0.11
H -2.328 0.450 5.380  0.13
H -1.593 -1.918 5.418  0.13
H -0.861 -3.007 3.345  0.13
H 0.016 -3.712 1.558  0.10
H 0.673 -3.102 0.039  0.09
H 1.134 -2.331 1.571  0.09
H -2.294 -3.352 1.203  0.11
H -2.805 -2.050 0.101  0.10
H -1.678 -3.305 -0.458  0.09
C 1.133 0.743 2.702  -0.20
P 1.333 0.641 0.902  0.87
C 1.969 2.315 0.598  -0.20
C 2.711 -0.513 0.667  -0.39
C 3.665 -0.750 1.650  -0.06
C 4.649 -1.711 1.444  -0.03
C 4.682 -2.432 0.262  -0.03
C 3.749 -2.178 -0.737  -0.05
C 2.764 -1.222 -0.537  -0.40
P 1.561 -0.713 -1.795  0.88
C 1.443 -2.070 -2.986  -0.22
C 2.538 0.480 -2.772  -0.21
H 2.066 1.132 3.107  0.06
H 0.910 -0.214 3.170  0.06
H 0.342 1.449 2.941  0.06
H 2.805 2.507 1.271  0.07
H 1.169 3.027 0.815  0.06
H 2.315 2.461 -0.419  0.02
H 3.653 -0.209 2.586  0.11
H 5.385 -1.898 2.214  0.12
H 5.440 -3.189 0.111  0.13
H 3.797 -2.738 -1.663  0.11
H 2.439 -2.262 -3.385  0.07
H 0.802 -1.779 -3.819  0.04
H 1.048 -2.980 -2.537  0.06
H 3.511 0.018 -2.942  0.07
H 2.691 1.430 -2.269  0.03
H 2.066 0.650 -3.740  0.06
N -1.287 -1.226 -1.865  -0.05
C -1.515 -1.997 -2.729  -0.35
N -1.822 -2.844 -3.594  0.13
C -1.505 -2.602 -4.871  -0.35
N -1.211 -2.381 -5.963  0.15

=====

No. 4
This record from OMol25 describes a 2-piece molecular cluster, C4H10N4 overall. The level of theory is ωB97M-V with the def2-TZVPD basis set.

Values from the calculation:
LUMO energy: 0.9 eV
relative energy (zero: lowest compared OMol25 entry of this formula, charge and spin): 481.7 kJ/mol
Kohn-Sham gap: 9.4 eV

Each line ends with the natural charge from an NBO analysis.
Geometry (Å):
C 1.304 1.246 -0.179  0.11
C 0.602 2.196 -1.090  -0.66
C 1.027 -0.543 1.448  -0.46
C -2.007 -1.508 -0.875  -0.40
N -2.703 0.815 1.649  -0.14
N -2.391 0.209 0.760  0.27
N 0.547 0.379 0.368  -0.41
N -1.822 -0.313 -0.173  -0.32
H 2.379 1.452 -0.062  0.15
H 1.166 2.507 -2.006  0.21
H 0.469 3.078 -0.559  0.22
H -0.441 1.749 -1.287  0.24
H 0.979 -1.544 0.941  0.20
H 2.147 -0.480 1.690  0.19
H 0.203 -0.570 2.128  0.22
H -1.607 -2.215 -0.262  0.19
H -3.235 -1.677 -0.917  0.17
H -1.680 -1.609 -1.957  0.23

=====

No. 5
This record from OMol25 describes one molecule with the formula C5H7Br. The level of theory is ωB97M-V with the def2-TZVPD basis set.

Values from the calculation:
LUMO energy: 0.9 eV
relative energy (zero: lowest compared OMol25 entry of this formula, charge and spin): 95.9 kJ/mol
Kohn-Sham gap: 10.7 eV

Each line ends with the natural charge from an NBO analysis.
Geometry (Å):
C -0.024 -2.217 -0.313  -0.37
C 0.022 -1.243 0.563  -0.19
C 0.512 1.301 1.212  -0.44
C 0.054 1.317 -0.210  -0.43
C 0.747 0.152 0.366  -0.13
Br 2.558 0.012 -0.278  0.01
H -0.597 -3.148 -0.113  0.21
H 0.359 -2.012 -1.300  0.21
H -0.277 -1.322 1.627  0.21
H 1.316 1.952 1.584  0.23
H -0.228 1.308 1.932  0.22
H -1.064 1.298 -0.474  0.23
H 0.618 1.983 -0.975  0.23

=====

- Which formula does entry 5 have?
  C5H7Br

=====

- Look up the relative energy (zero: lowest compared OMol25 entry of this formula, charge and spin) of the fifth one.
  95.9 kJ/mol